Here is a gas-phase ion, C2H7N4O (charge +1) in a non-equilibrium geometry from the Open Molecules 2025 dataset. Energies are from the ωB97M-V functional and the def2-TZVPD basis.

The calculation puts the highest occupied orbital energy at -14.14 eV. The calculation puts the energy above the lowest of the compared OMol25 structures with the same formula, charge and spin at 95.7 kcal per mole. The spin multiplicity is 1. The charge is +1. Its SMILES is C=[N+](N)C(=O)NN.

Last column: Löwdin charge in e.
Cartesian coordinates (Å):
C 0.900 -0.124 -0.582  0.14
H 0.836 -0.400 -1.643  0.14
H 1.422 2.518 0.572  0.12
H -0.808 -2.193 -0.456  0.14
H 1.784 -0.339 -0.187  0.08
H -0.744 -1.493 0.973  0.13
N -1.656 -0.192 -0.127  0.11
C -1.214 1.035 -0.401  -0.48
N 0.740 1.795 0.767  0.12
O -1.801 2.048 -0.424  0.21
N -0.702 -1.305 -0.015  0.13
N 0.286 1.020 -0.318  -0.11
H -2.545 -0.290 -0.593  0.18
H -0.053 2.316 1.147  0.11



Here is 2 unconnected molecules or ions with the total composition CCl2O in a non-equilibrium geometry from the Open Molecules 2025 dataset. Energies are from the ωB97M-V functional and the def2-TZVPD basis.

The calculation puts the highest occupied orbital energy (alpha / beta) at -9.28 / -9.53 eV. The calculation puts the energy above the lowest of the compared OMol25 structures with the same formula, charge and spin at 179.4 kcal per mole. The spin multiplicity is 1.

Last column: Löwdin charge in e.
Cartesian coordinates (Å):
Cl -1.706 0.504 -0.012  0.75
C -0.210 -0.075 0.062  -1.18
O 1.635 1.184 -0.041  -0.29
Cl 0.281 -1.613 -0.009  0.73



Here is 7 unconnected molecules or ions with the total composition C45H94ClN9O5P in a non-equilibrium geometry from the Open Molecules 2025 dataset. Energies are from the ωB97M-V functional and the def2-TZVPD basis.

The calculation puts the highest occupied orbital energy (alpha / beta) at -11.09 / -14.90 eV. The spin multiplicity is 2. The charge is +4.

Last column: Löwdin charge in e.
Cartesian coordinates (Å):
C -3.950 -2.481 -1.600  -0.20
N 6.131 0.576 2.179  -0.05
H 1.493 6.769 0.097  0.07
H -1.318 -3.551 1.307  0.10
C -2.056 -1.587 -7.399  0.03
H 5.805 -0.859 -4.980  0.10
H -4.853 2.374 0.869  0.10
H 5.948 -4.017 -2.986  0.09
H -6.320 4.233 2.467  0.11
H -6.333 3.436 5.445  0.08
H 5.987 1.517 6.135  0.10
H 5.656 2.778 -4.427  0.11
H 0.761 -1.983 -3.317  0.10
C -1.069 2.134 -4.271  -0.13
H -2.921 -3.744 -3.151  0.08
N -1.860 1.067 -4.935  -0.06
C -6.292 3.497 3.271  -0.24
H -5.017 -2.573 -1.799  0.11
H -1.990 -3.276 -1.589  0.03
C 6.521 2.247 5.528  0.03
C -4.290 -0.545 0.018  -0.30
C 2.076 -2.821 3.692  -0.24
H 7.729 3.328 3.197  0.14
H -5.270 -2.054 2.418  0.08
H -7.228 2.952 3.150  0.11
H -4.206 3.081 3.107  0.12
C 5.942 -2.927 -2.970  -0.02
C -5.132 2.517 2.997  -0.28
H -2.273 1.349 4.221  0.11
C 4.624 4.377 -0.869  -0.01
O 1.548 -0.527 -1.012  -0.37
C 0.697 -2.846 -5.291  -0.08
H 2.202 -3.856 4.009  0.12
H 4.115 -0.292 -0.375  0.07
C 5.609 -0.475 1.301  -0.15
C -8.007 -2.859 2.868  -0.10
C 5.782 3.839 -4.213  0.00
H 5.392 4.434 -5.038  0.12
H -3.823 0.232 -0.588  0.11
H -0.406 -2.425 0.179  0.09
H -1.990 0.893 1.961  0.10
H 3.688 0.320 1.236  0.08
P -4.302 0.069 1.695  1.09
C -2.598 0.334 3.995  -0.23
H 5.192 -1.349 1.803  0.11
H 1.088 -2.762 -6.306  0.08
H -2.423 -1.167 -8.336  0.11
H -2.594 -1.680 -0.149  0.08
H 2.949 -4.031 0.812  0.10
O 1.261 1.717 -1.499  -0.38
H -1.434 4.056 -3.278  0.07
H -8.746 -2.702 2.083  0.08
H -5.353 -0.642 -0.199  0.11
H 0.844 -1.715 2.277  0.12
C -0.451 -3.400 0.664  0.01
H 6.644 3.790 -1.608  0.14
H 2.110 4.388 0.000  0.12
H -2.711 3.808 -4.282  0.09
O 3.247 -2.438 3.100  -0.06
H 1.931 -2.251 4.610  0.14
H 1.050 -5.696 1.026  0.11
H 7.569 2.123 5.799  0.11
H -7.196 -2.191 4.695  0.11
H -0.516 -4.113 -0.159  0.10
C 4.875 -1.245 -4.589  -0.07
H 4.620 4.361 0.211  0.14
H -2.463 2.714 -2.817  0.06
C -3.664 -1.886 -0.162  -0.26
H 6.840 4.039 -4.041  0.12
H -5.243 4.676 4.814  0.08
C -6.184 4.155 4.639  -0.10
C 3.705 4.372 -2.893  0.07
H 2.320 7.234 -1.366  0.08
Cl 0.692 0.602 -0.800  0.55
C 3.548 -0.919 -4.987  -0.05
H -6.693 0.209 3.735  0.11
H -1.000 -1.842 -7.493  0.09
C 4.489 0.237 0.501  -0.05
C -1.363 0.351 -5.998  0.01
C -2.921 -3.570 -2.075  -0.07
H 1.977 -3.528 -0.512  0.09
C -1.513 -0.566 4.649  -0.27
H 6.233 3.282 5.713  0.11
H 7.433 1.731 0.932  0.14
N 3.464 4.591 -1.562  -0.07
H 3.165 -3.510 -2.889  0.08
N 0.862 -3.651 1.437  -0.27
C -7.649 -1.719 3.824  -0.23
C 6.984 1.620 1.908  -0.02
H 6.820 -2.617 -3.536  0.08
H 3.148 6.757 0.154  0.07
H 3.003 4.375 -3.713  0.17
H -0.553 2.593 -5.114  0.12
C 0.974 -5.130 1.954  0.06
C 3.487 -2.725 -3.557  -0.09
H -3.715 -1.677 -2.297  0.07
C 0.876 -2.718 2.702  -0.07
H -8.497 -1.192 4.262  0.12
H 3.166 -0.147 -5.639  0.09
C 2.342 6.523 -0.541  -0.03
H 0.119 -5.401 2.573  0.12
C 5.623 4.086 -1.796  0.00
H -0.313 1.693 -3.621  0.10
H 5.137 0.110 4.160  0.15
N 2.644 -1.778 -4.293  -0.11
H -0.412 0.390 6.298  0.07
C 1.183 -1.775 -4.301  -0.21
C -2.020 3.226 -3.672  -0.04
C -5.401 -1.046 2.811  -0.24
H -6.168 1.533 1.408  0.09
H -0.349 0.463 -6.353  0.16
H -8.451 -3.626 3.502  0.08
H -3.046 -4.525 -1.565  0.07
H 1.930 -5.127 2.478  0.09
H 6.098 -2.488 -1.985  0.06
N 6.523 1.799 4.117  -0.09
C -6.818 -0.651 3.077  -0.25
H -7.120 -3.215 2.343  0.06
C -2.616 0.144 2.446  -0.22
H 2.443 -2.340 0.736  0.07
H 3.803 -2.533 3.876  0.11
H 1.402 4.642 -1.547  0.12
H 6.438 -0.722 0.639  0.13
H -4.184 -1.178 -5.433  0.13
N 5.050 4.086 -3.043  -0.11
H 0.887 -0.759 -4.560  0.09
C -1.090 -0.450 6.141  -0.08
H 4.959 1.150 0.136  0.06
N 4.805 -2.340 -3.729  -0.18
C -3.368 -0.470 -5.427  0.03
H -1.901 -1.580 4.555  0.09
C -5.148 1.760 1.719  -0.26
H -3.898 -2.652 0.577  0.11
H -3.655 0.939 -3.707  0.13
O -0.626 0.412 -1.326  -0.37
C 2.124 -3.367 0.557  0.03
H -6.904 4.964 4.766  0.08
H -1.987 -0.323 6.747  0.08
H -7.331 -0.471 2.132  0.12
C 2.235 4.960 -0.920  -0.14
H 0.910 -3.869 -4.981  0.08
H -3.463 0.187 4.642  0.10
H -5.071 1.815 3.828  0.09
C 5.809 0.726 3.580  0.08
H -0.608 -0.634 4.046  0.08
N -2.307 -0.569 -6.346  -0.07
H -0.068 -2.841 3.234  0.12
H -2.677 -2.454 -7.173  0.11
H -2.272 -0.850 2.164  0.07
C -3.066 0.602 -4.547  0.00
H -0.509 -1.285 6.533  0.07
H -0.392 -2.874 -5.301  0.05
C 7.159 2.423 3.045  0.01
H -4.892 -0.994 3.773  0.08
O 0.623 0.892 0.548  -0.34



Here is 2 unconnected molecules or ions with the total composition C5H8S in a non-equilibrium geometry from the Open Molecules 2025 dataset. Energies are from the ωB97M-V functional and the def2-TZVPD basis.

The calculation puts the highest occupied orbital energy at -8.32 eV. The calculation puts the energy above the lowest of the compared OMol25 structures with the same formula, charge and spin at 81.1 kcal per mole. The spin multiplicity is 1. Its SMILES is CC(C)=S.C#C.

Last column: Löwdin charge in e.
Cartesian coordinates (Å):
C 1.934 2.635 -0.625  -0.04
H -1.451 -1.115 0.589  0.08
H -2.182 0.113 -0.317  0.07
H -0.911 0.631 0.967  0.09
C -1.236 -0.112 0.200  -0.16
C 2.688 2.457 0.231  -0.03
C -0.258 -0.210 -2.126  -0.14
H -0.075 -1.327 -2.399  0.12
S 1.355 -0.548 0.076  0.70
H -1.233 0.159 -2.334  0.05
H 1.413 3.045 -1.451  0.03
H 0.592 0.442 -2.687  0.13
H 3.138 2.267 1.132  0.01
C -0.045 -0.207 -0.694  -0.91



Here is C4H11BrSi in the gas phase in a non-equilibrium geometry from the Open Molecules 2025 dataset. Energies are from the ωB97M-V functional and the def2-TZVPD basis.

The calculation puts the highest occupied orbital energy at -9.98 eV. The calculation puts the energy above the lowest of the compared OMol25 structures with the same formula, charge and spin at 2.9 kcal per mole. The spin multiplicity is 1. Its SMILES is CC[Si](C)(C)Br.

Last column: Löwdin charge in e.
Cartesian coordinates (Å):
H 0.012 2.795 -0.426  -0.04
Br -2.699 0.853 0.774  0.30
C 0.301 -1.715 -1.365  -0.20
H 1.380 -1.940 -1.325  0.08
H 0.225 0.351 -1.923  0.06
C 0.457 2.264 0.268  -0.18
C 0.124 -0.567 1.826  -0.22
H 0.650 -1.393 1.483  -0.01
C -0.253 -0.339 -1.227  -0.38
Si -0.457 0.566 0.469  0.24
H -0.327 -2.282 -0.694  0.06
H 1.515 2.112 0.181  0.03
H -1.231 -0.510 -1.749  0.08
H 0.388 2.927 1.140  0.04
H 0.002 -2.118 -2.335  0.07
H 0.730 -0.022 2.592  0.05
H -0.816 -0.981 2.310  0.04



Here is 2 unconnected molecules or ions with the total composition C3H6N2O in a non-equilibrium geometry from the Open Molecules 2025 dataset. Energies are from the ωB97M-V functional and the def2-TZVPD basis.

The calculation puts the highest occupied orbital energy at -8.10 eV. The calculation puts the energy above the lowest of the compared OMol25 structures with the same formula, charge and spin at 104.1 kcal per mole. The spin multiplicity is 1.

Last column: Löwdin charge in e.
Cartesian coordinates (Å):
H -0.633 -1.531 -0.567  0.07
N 0.965 1.247 1.266  0.00
H -2.928 -0.055 -0.930  0.11
H -0.832 0.298 -1.046  0.07
C -1.134 -0.581 -0.509  -0.08
H 0.898 -0.840 1.411  0.11
N 1.267 -0.576 -1.743  0.14
H 1.702 1.241 1.966  0.08
C 1.261 -0.322 -0.604  -0.32
C 0.714 -0.039 0.692  -0.24
O -2.472 -0.798 -0.512  0.00
H 1.192 1.954 0.575  0.08



Here is a molecular structure, C11H28GaO5S in a non-equilibrium geometry from the Open Molecules 2025 dataset. Energies are from the ωB97M-V functional and the def2-TZVPD basis.

The calculation puts the highest occupied orbital energy at -3.86 eV. The spin multiplicity is 1. The charge is -1.

Last column: Löwdin charge in e.
Cartesian coordinates (Å):
O 4.568 0.507 -1.901  -0.26
C -7.259 1.684 1.556  -0.08
O -3.759 0.579 0.448  -0.27
H -7.199 0.686 1.123  0.07
H 4.418 -0.500 -0.108  0.08
H 7.088 -1.016 -1.515  0.09
H 4.711 -1.545 -1.586  0.13
C 0.811 1.443 -0.435  -0.35
H -7.570 1.568 2.595  0.08
C -2.961 0.288 2.917  -0.12
H -3.365 0.335 3.926  0.07
H -5.579 2.482 0.441  0.12
H 1.128 1.435 0.634  0.02
H -0.754 -1.069 -2.189  0.04
C -0.272 -3.001 -0.712  -0.20
Ga 1.695 -0.229 -1.332  0.48
H 1.174 2.399 -0.868  0.02
S -4.293 0.383 1.762  0.59
C 6.621 -1.282 0.634  -0.13
H 2.195 -1.162 -0.097  -0.03
H -0.987 0.265 -0.151  0.03
O -4.921 1.775 2.282  -0.27
H 0.209 -3.771 -0.073  0.08
C 0.294 -1.404 -2.342  -0.28
C 3.288 0.319 -2.548  -0.29
H -8.027 2.239 1.014  0.08
H -6.036 3.416 1.857  0.12
H -2.462 -0.666 2.758  0.08
O -5.220 -0.679 2.047  -0.29
C -5.924 2.401 1.474  -0.27
H 6.508 -0.559 1.460  0.07
C 6.469 -0.531 -0.745  -0.21
H 6.710 0.537 -0.595  0.10
H -1.053 1.368 -1.584  0.06
H 3.371 -0.342 -3.451  0.05
O 0.435 -2.785 -1.902  -0.32
H -1.277 -3.411 -0.979  0.08
H 7.545 -1.879 0.700  0.05
H 0.585 -1.398 -3.414  0.04
H -0.380 -2.093 -0.087  0.06
H -2.271 1.109 2.731  0.08
H 5.771 -1.991 0.732  0.07
C -0.753 1.280 -0.525  -0.24
H 3.019 1.323 -2.953  0.05
C 4.934 -0.579 -1.084  -0.32
H -1.227 2.073 0.086  0.04



Here is a molecular structure, C43H89HfO15 in a non-equilibrium geometry from the Open Molecules 2025 dataset. Energies are from the ωB97M-V functional and the def2-TZVPD basis.

The calculation puts the highest occupied orbital energy at -13.96 eV. The calculation puts the energy above the lowest of the compared OMol25 structures with the same formula, charge and spin at 0.0 kcal per mole. The spin multiplicity is 1. The charge is +3.

Last column: Löwdin charge in e.
Cartesian coordinates (Å):
H -0.167 7.532 3.390  0.07
H 2.040 2.197 -3.478  0.15
H -4.216 -2.988 -6.999  0.09
H -2.137 -6.489 0.794  0.12
H 2.640 -2.979 -2.040  0.09
Hf -0.842 4.066 -1.553  2.33
H -2.911 7.790 0.051  0.12
C 0.358 2.936 -4.539  -0.14
C 6.046 3.300 -1.788  -0.11
H -0.512 -0.211 0.738  0.07
H -1.738 4.563 1.965  0.13
H -3.526 -1.965 4.124  0.13
H -1.037 -0.306 3.450  0.05
H 6.000 -0.529 2.830  0.11
H -0.518 1.756 3.773  0.06
O -3.367 -5.918 -0.759  -0.18
C -0.085 7.532 4.483  -0.11
C 2.265 -8.400 -3.573  -0.08
H -1.342 0.823 -2.654  0.08
H -5.000 1.035 7.690  0.10
C 5.066 2.127 0.093  -0.11
C 3.948 -2.642 1.119  -0.07
H 3.022 3.834 -1.259  0.09
H 5.952 -2.097 0.806  0.11
H 1.893 -9.323 -3.132  0.10
C -3.431 -3.747 -7.063  -0.09
C -1.549 -2.445 -6.392  -0.21
O -0.654 2.514 -3.607  -0.30
O -1.086 3.618 4.336  -0.20
H 2.009 -5.672 -3.840  0.12
C 5.289 3.234 0.899  -0.09
H 6.549 5.313 -1.492  0.11
O -2.417 5.740 -0.500  -0.30
H 3.953 -0.142 4.108  0.11
O -1.162 -4.143 -0.348  -0.20
C -4.351 -0.423 5.398  -0.21
C 1.779 -3.644 -1.925  -0.11
C -0.994 -1.101 4.208  -0.13
H 4.399 -6.361 -2.022  0.13
H -1.700 7.647 -1.112  0.10
H -2.115 -1.508 -6.404  0.12
C 6.206 4.424 -0.979  -0.08
H 0.093 -4.434 1.327  0.10
H 2.616 5.486 -1.802  0.11
C 3.955 -0.875 3.314  -0.07
H -3.291 3.904 2.133  0.17
C -3.339 -0.925 4.400  -0.18
H 2.396 3.534 -4.513  0.16
H -4.207 5.242 0.388  0.16
C 1.703 1.678 0.971  -0.02
C -2.578 2.007 0.552  -0.02
H -2.832 4.176 5.470  0.13
H -5.330 -0.713 5.002  0.13
C 0.314 -0.219 0.023  -0.01
C 2.778 -2.389 1.826  -0.11
H 0.145 0.610 -3.445  0.11
H -4.289 -6.027 1.088  0.09
H -1.695 -4.307 1.633  0.09
C -1.236 2.190 4.465  -0.07
H 3.520 4.418 -2.831  0.11
H 0.444 2.166 -5.304  0.16
C -0.368 -2.420 -5.398  -0.17
C 5.492 2.162 -1.236  -0.11
O -2.395 -3.540 -6.135  -0.20
C -3.179 5.445 0.701  -0.14
H -2.954 -3.776 -8.047  0.09
O -2.069 -0.923 5.081  -0.18
H -2.312 6.488 5.596  0.14
H -0.006 -0.695 -0.905  0.08
C 0.942 1.163 -0.241  -0.46
H 1.772 0.985 -0.935  0.14
H -1.847 -7.371 -0.774  0.13
C -2.611 7.149 -0.777  -0.03
H 1.424 -7.798 -3.924  0.08
H -2.682 -2.182 -3.747  0.09
H -0.809 8.268 4.843  0.09
H -1.106 -2.553 -7.389  0.13
C 5.103 -1.931 1.456  -0.08
H -1.979 1.566 1.352  0.10
C -2.593 4.238 1.364  -0.16
H 1.043 -0.862 0.517  0.07
O -0.712 -1.821 -4.163  -0.25
H -3.389 7.277 -1.530  0.12
C 2.793 -1.537 2.911  -0.10
H 0.036 3.859 -5.027  0.14
H 4.972 3.255 1.933  0.11
H 4.339 -6.774 -3.695  0.13
H 0.037 -3.427 -5.270  0.13
H -1.587 -2.167 -2.326  0.07
C -0.827 1.087 -3.577  -0.04
C 5.112 -1.084 2.558  -0.09
O 2.134 -5.008 -1.924  -0.17
C 3.699 -6.611 -2.818  -0.19
H -0.079 -5.968 -0.575  0.13
O -2.102 3.360 0.356  -0.32
H 1.059 1.907 1.822  0.08
C -1.779 4.413 5.267  -0.22
H 6.240 3.302 -2.852  0.11
O 3.021 -7.802 -2.531  -0.16
H 5.921 5.221 1.035  0.11
H 2.502 1.006 1.285  0.08
H -0.791 -2.900 1.161  0.06
O 1.440 4.012 -2.640  -0.30
H 4.731 1.162 0.452  0.09
C -1.697 -2.463 -3.371  -0.09
C 1.661 3.172 -3.795  -0.14
H -3.318 6.221 1.453  0.15
H -0.009 -0.949 4.649  0.09
H -1.641 -3.553 -3.341  0.09
H -2.410 1.380 -0.320  0.09
H -5.332 -5.868 -0.368  0.09
C 2.707 4.443 -2.108  -0.03
H 1.227 -3.332 -1.038  0.07
H -1.380 0.707 -4.432  0.12
H 1.912 -2.922 1.453  0.08
H -1.976 6.065 3.921  0.10
C 2.784 -5.422 -3.111  -0.19
H 2.912 -8.692 -4.405  0.10
C -1.651 5.894 4.960  -0.22
C -5.202 1.376 6.671  -0.10
H 5.243 1.328 -1.882  0.10
H 0.895 7.873 4.811  0.10
H -4.678 -7.406 -0.038  0.09
H -3.270 -0.268 3.527  0.11
C -1.027 -5.472 -0.812  -0.21
H 3.445 -4.634 -3.484  0.13
C -0.852 -3.982 1.017  -0.11
H 2.232 2.594 0.695  0.06
H -5.204 2.465 6.685  0.08
O -0.288 6.245 5.025  -0.16
H -1.020 -5.434 -1.902  0.12
C 5.805 4.394 0.347  -0.08
H 1.082 -3.467 -2.752  0.08
H -4.196 -1.012 6.305  0.14
H -0.978 1.865 5.475  0.11
H 3.892 -3.287 0.253  0.10
C -4.445 -6.342 0.055  -0.11
O -4.234 0.954 5.721  -0.19
H -2.278 1.909 4.302  0.07
H 0.433 -1.785 -5.777  0.12
H -3.927 -4.701 -6.892  0.10
H -6.239 1.067 6.515  0.09
H 1.843 -1.401 3.414  0.08
H -1.075 -2.078 3.722  0.09
H -3.616 1.919 0.872  0.12
C -2.105 -6.424 -0.294  -0.18
O 0.046 2.126 -0.772  -0.28
H -1.426 4.251 6.293  0.14